w) The following is a DFT calculation (ωB97M-V/def2-TZVPD) of an isolated molecule of HNO2S.

```
! wB97M-V def2-TZVPD RIJCOSX def2/J DEFGRID3
* xyz 0 1
N -0.10 0.78 0.08
O -1.45 0.50 -0.04
O 0.71 -0.25 -0.12
S 2.40 -0.54 0.02
H -1.56 -0.48 0.06
*
```

Summary:
Frontier orbital gap (alpha / beta) = 9.01 / 7.13 eV
HOMO (alpha / beta) = -9.57 / -9.23 eV

For reference, the Mulliken charges in units of e are: N 0.18; O -0.23; O -0.22; S -0.06; H 0.34

***

x) The following is a DFT calculation (ωB97M-V/def2-TZVPD) of a cluster of 2 separate species, HNO2S in total.

```
! wB97M-V def2-TZVPD RIJCOSX def2/J DEFGRID3
* xyz 0 1
N -0.99 -0.47 1.05
O -2.06 -0.62 0.65
O -0.24 0.44 -0.64
S 1.18 0.90 -0.45
H 2.11 -0.26 -0.61
*
```

Summary:
Frontier orbital gap (alpha / beta) = 9.08 / 7.00 eV
HOMO (alpha / beta) = -9.10 / -8.23 eV

For reference, the Mulliken charges in units of e are: N 0.28; O -0.16; O -0.36; S 0.10; H 0.15

***

Which of them is most stable, and which least? Most stable: x); least stable: w).

***

w) The following is a DFT calculation (ωB97M-V/def2-TZVPD) of a cluster of 2 separate species, C4H10O3 in total.

```
! wB97M-V def2-TZVPD RIJCOSX def2/J DEFGRID3
* xyz -2 1
C 1.67 2.27 -0.98
O 1.35 3.05 -2.03
C 1.00 0.89 -0.97
C 0.99 0.11 0.38
C 0.26 -1.21 0.33
O -0.87 -1.27 1.22
H 1.40 2.77 0.00
H 2.75 2.04 -0.87
H -0.03 0.90 -1.34
H 1.50 0.22 -1.67
H 0.48 0.78 1.07
H 2.00 0.01 0.76
H -0.03 -1.44 -0.66
H 0.87 -2.08 0.60
H -1.60 -1.72 0.77
H -3.19 -3.79 1.95
O -3.79 -3.11 1.59
*
```

Summary:
Frontier orbital gap = 6.67 eV
HOMO = -0.17 eV

Results of the Mulliken charge analysis, in e, for atoms 1 through 5: C -0.50; O -0.92; C -0.60; C -0.36; C -0.61

***

x) The following is a DFT calculation (ωB97M-V/def2-TZVPD) of a cluster of 2 separate species, C4H10O3 in total.

```
! wB97M-V def2-TZVPD RIJCOSX def2/J DEFGRID3
* xyz -2 1
C -0.27 -0.53 -0.11
C 1.16 -0.79 -0.50
C 1.42 -2.05 -1.45
O 2.10 -2.00 -2.59
C -0.83 0.90 0.38
O -1.40 0.82 1.66
H -0.75 -1.44 0.51
H -0.92 -0.88 -0.95
H 1.43 -0.11 -1.31
H 1.75 -0.80 0.43
H 1.75 -2.83 -0.73
H 0.26 -2.33 -1.65
H -0.01 1.77 0.28
H -1.51 1.42 -0.36
H -1.44 1.86 1.91
H -1.85 3.65 2.30
O -0.90 3.33 2.18
*
```

Summary:
Frontier orbital gap = 6.81 eV
HOMO = 0.19 eV

Results of the Mulliken charge analysis, in e, for atoms 1 through 5: C -0.77; C -0.07; C -0.50; O -0.83; C -0.34

***

Which of them is most stable, and which least? Most stable: w); least stable: x).

***

w) The following is a DFT calculation (ωB97M-V/def2-TZVPD) of an isolated molecule of C3H5F.

```
! wB97M-V def2-TZVPD RIJCOSX def2/J DEFGRID3
* xyz 0 1
C -0.48 1.21 0.03
C 0.08 -0.10 -0.10
C 1.47 -0.20 0.01
H -1.37 1.16 -0.55
H 0.12 2.05 -0.44
H -0.81 1.43 1.06
H 1.87 -1.25 0.13
H 1.98 0.70 0.03
F -0.92 -1.06 0.01
*
```

Summary:
SMILES = C=C(C)F
Frontier orbital gap = 10.46 eV
HOMO = -9.43 eV

Results of the Mulliken charge analysis, in e, for atoms 1 through 5: C -0.99; C 0.57; C -0.78; H 0.33; H 0.32

***

x) The following is a DFT calculation (ωB97M-V/def2-TZVPD) of a cluster of 2 separate species, C3H5F in total.

```
! wB97M-V def2-TZVPD RIJCOSX def2/J DEFGRID3
* xyz 0 1
C 1.23 0.78 1.17
C 0.70 -0.36 0.71
C -1.38 -0.33 -1.13
F 1.02 -1.58 0.71
H 2.33 0.84 1.41
H 0.71 1.73 1.08
H -1.27 -1.45 -1.44
H -2.34 -0.01 -0.57
H -1.00 0.38 -1.93
*
```

Summary:
Frontier orbital gap (alpha / beta) = 9.19 / 9.16 eV
HOMO (alpha / beta) = -8.99 / -8.99 eV

Results of the Mulliken charge analysis, in e, for atoms 1 through 5: C -0.53; C 0.21; C -0.77; F -0.16; H 0.23

***

Which of them is most stable, and which least? Most stable: w); least stable: x).

***

w) The following is a DFT calculation (ωB97M-V/def2-TZVPD) of a cluster of 2 separate species, H3NO3Si in total.

```
! wB97M-V def2-TZVPD RIJCOSX def2/J DEFGRID3
* xyz 0 1
N 1.64 -0.80 0.41
O 2.13 -1.84 0.41
O 1.85 0.29 0.67
O -0.34 -0.84 0.00
Si -1.13 0.52 -0.28
H -2.46 0.10 -0.25
H -0.66 1.65 0.81
H -1.04 0.92 -1.76
*
```

Summary:
Frontier orbital gap (alpha / beta) = 8.33 / 8.20 eV
HOMO (alpha / beta) = -10.34 / -10.28 eV

Results of the Mulliken charge analysis, in e, for atoms 1 through 5: N 1.10; O -0.36; O -0.35; O -0.45; Si 0.40

***

x) The following is a DFT calculation (ωB97M-V/def2-TZVPD) of a cluster of 2 separate species, H3NO3Si in total.

```
! wB97M-V def2-TZVPD RIJCOSX def2/J DEFGRID3
* xyz 0 1
N 1.74 0.40 -0.07
O 2.77 0.93 0.12
O 1.80 -1.00 -0.13
O -1.10 -1.10 0.18
Si -1.87 0.17 0.03
H 0.92 -1.20 -0.20
H -3.15 0.46 0.58
H -1.12 1.34 -0.50
*
```

Summary:
SMILES = O=[SiH2].O=NO
Frontier orbital gap = 9.30 eV
HOMO = -10.14 eV

Results of the Mulliken charge analysis, in e, for atoms 1 through 5: N 0.28; O -0.36; O -0.32; O -0.46; Si 0.52

***

Which of them is most stable, and which least? Most stable: x); least stable: w).

***

w) The following is a DFT calculation (ωB97M-V/def2-TZVPD) of a structure of composition C2H2N2O2S.

```
! wB97M-V def2-TZVPD RIJCOSX def2/J DEFGRID3
* xyz 0 1
C 1.14 -0.44 -0.22
C -0.11 -0.96 -0.52
N 1.42 0.80 0.14
N -1.32 -0.56 -0.39
O 0.49 1.61 0.49
O -2.26 1.83 1.20
S -1.32 0.68 0.80
H 1.90 -1.05 -0.52
H 0.06 -1.91 -0.98
*
```

Summary:
Frontier orbital gap = 8.02 eV
HOMO = -9.69 eV

Results of the Mulliken charge analysis, in e, for atoms 1 through 5: C -0.15; C 0.17; N -0.15; N -0.48; O -0.28

***

x) The following is a DFT calculation (ωB97M-V/def2-TZVPD) of a structure of composition C2H2N2O2S.

```
! wB97M-V def2-TZVPD RIJCOSX def2/J DEFGRID3
* xyz 0 1
C 0.96 -0.17 0.00
C -1.07 -0.27 -0.11
H 2.77 0.90 -0.34
H -2.78 -0.04 0.46
N 0.52 1.08 -0.01
N -0.83 0.94 0.02
O -2.20 -0.92 0.07
O 0.00 -0.99 -0.15
S 2.63 -0.53 0.07
*
```

Summary:
Frontier orbital gap = 9.31 eV
HOMO = -8.96 eV

Results of the Mulliken charge analysis, in e, for atoms 1 through 5: C 0.59; C 0.66; H 0.21; H 0.43; N -0.35

***

Which of them is most stable, and which least? Most stable: x); least stable: w).

***

w) The following is a DFT calculation (ωB97M-V/def2-TZVPD) of a cluster of 2 separate species, CH2ClFS in total.

```
! wB97M-V def2-TZVPD RIJCOSX def2/J DEFGRID3
* xyz 0 1
C 1.41 -0.79 -1.21
F 0.80 -1.52 -2.12
S -0.58 0.80 1.06
Cl 2.49 0.38 -1.62
H 1.55 -1.27 -0.29
H -0.85 1.10 -0.13
*
```

Summary:
Frontier orbital gap (alpha / beta) = 9.85 / 6.21 eV
HOMO (alpha / beta) = -9.94 / -8.56 eV

Results of the Mulliken charge analysis, in e, for atoms 1 through 5: C -0.13; F -0.18; S -0.16; Cl -0.06; H 0.40

***

x) The following is a DFT calculation (ωB97M-V/def2-TZVPD) of an isolated molecule of CH2ClFS.

```
! wB97M-V def2-TZVPD RIJCOSX def2/J DEFGRID3
* xyz 0 1
C 0.27 -1.42 0.03
F 0.33 2.91 -0.19
S -1.02 1.95 0.10
Cl 0.17 0.01 0.84
H 0.81 -1.53 -0.88
H -0.56 -1.92 0.10
*
```

Summary:
Frontier orbital gap = 7.02 eV
HOMO = -8.55 eV

Results of the Mulliken charge analysis, in e, for atoms 1 through 5: C -0.41; F -0.25; S 0.04; Cl 0.07; H 0.28

***

Which of them is most stable, and which least? Most stable: w); least stable: x).